{"formula": "C47H58O4Si2", "method": "ωB97M-V/def2-TZVPD", "elements": ["Si", "Si", "O", "O", "O", "O", "C", "C", "C", "C", "C", "C", "C", "C", "C", "C", "C", "C", "C", "C", "C", "C", "C", "C", "C", "C", "C", "C", "C", "C", "C", "C", "C", "C", "C", "C", "C", "C", "C", "C", "C", "C", "C", "C", "C", "C", "C", "C", "C", "C", "C", "C", "C", "H", "H", "H", "H", "H", "H", "H", "H", "H", "H", "H", "H", "H", "H", "H", "H", "H", "H", "H", "H", "H", "H", "H", "H", "H", "H", "H", "H", "H", "H", "H", "H", "H", "H", "H", "H", "H", "H", "H", "H", "H", "H", "H", "H", "H", "H", "H", "H", "H", "H", "H", "H", "H", "H", "H", "H", "H", "H"], "coordinates": [[-0.75152, -0.87991, 2.57215], [0.16438, 1.74226, 1.50090], [-0.32668, 0.15859, 1.36454], [2.17243, 3.78546, 1.69447], [-1.23971, -2.25191, 1.82565], [2.22915, 3.19096, 0.36323], [-0.33812, -10.78973, -3.50021], [1.60142, -9.64013, -9.80030], [0.48577, 13.39726, 4.84158], [3.48646, -1.56126, 0.50832], [-0.34687, -8.39506, -3.71658], [4.17409, -1.51507, -0.69571], [-0.36767, -2.80842, -2.50466], [1.59505, -7.24459, -10.01101], [-1.62554, 6.06772, 0.33917], [1.01280, -4.70417, -1.01889], [5.47841, -2.31780, 1.62204], [-4.91051, 7.89966, 6.42079], [0.07729, -3.97665, -3.11150], [-4.29740, 9.09532, 6.07091], [-0.84363, -9.55127, -3.12898], [6.16734, -2.27236, 0.41740], [-1.87116, 8.44509, 0.60005], [5.51530, -1.87143, -0.74114], [0.59562, -9.55897, -8.84684], [2.10142, -8.48266, -10.38244], [-1.40525, 12.54590, 3.62444], [-4.78451, 6.78782, 5.59843], [-3.56053, 9.17838, 4.89712], [-2.40314, 7.21356, 0.24084], [0.42627, 11.08700, 4.17799], [0.66440, -10.87216, -4.45803], [-1.98358, -4.52314, 1.88778], [-0.12298, -2.58854, -1.15639], [1.16143, -9.71643, -5.04484], [0.57203, -3.53584, -0.41546], [-3.43266, 8.06626, 4.07511], [0.76616, -4.92501, -2.36791], [-0.56340, 8.52942, 1.05917], [0.65511, -8.47786, -4.67387], [-0.31667, 6.15124, 0.79618], [-4.04449, 6.87039, 4.42648], [1.07599, 12.14100, 4.80593], [-0.81829, -5.13187, 2.68000], [0.58848, -7.16373, -9.05765], [-1.05742, -6.58478, 3.10353], [0.08870, -8.32080, -8.47569], [-0.75428, 13.60019, 4.25098], [-2.30702, -3.09095, 2.28078], [0.21368, 7.38270, 1.15634], [4.13708, -1.96236, 1.66711], [1.80324, 1.84923, 0.57271], [-0.81377, 11.29027, 3.58815], [2.58879, 1.24111, 1.04717], [2.04204, 11.98328, 5.26854], [-0.12735, -7.15685, 3.17841], [-2.37387, 12.70241, 3.16594], [-0.11501, -4.14792, -4.16371], [-0.15005, 9.48904, 1.34130], [-1.55466, -6.64100, 4.07930], [-5.48559, 7.83339, 7.33584], [2.42689, 4.69722, 1.46439], [-3.42365, 7.14761, -0.11484], [0.42703, -1.13052, 3.42953], [-1.31893, 10.46480, 3.10269], [6.05228, -1.83937, -1.68081], [-1.86950, -0.31925, 3.36790], [-5.26175, 5.85538, 5.87280], [1.11424, -5.83662, -2.83777], [-3.94164, 6.00296, 3.78632], [1.99693, -10.60568, -10.08957], [5.98667, -2.63185, 2.52521], [1.05878, -11.83833, -4.74699], [0.99260, 14.21918, 5.33117], [0.75278, -3.36518, 0.63902], [-2.38997, -3.01892, 3.37862], [-0.69208, -8.25983, -7.72788], [-2.03781, 5.10599, 0.06041], [-0.63698, -4.50625, 3.56820], [-0.47896, -1.68501, -0.67444], [7.21292, -2.55120, 0.38117], [-1.74382, -4.50258, 0.81505], [1.65978, 1.46664, -0.44710], [-0.82293, 2.62050, 0.83785], [-2.89606, -5.12838, 1.99734], [0.20724, -10.45971, -8.38805], [1.93807, -9.77846, -5.79684], [-1.62406, -9.48589, -2.38138], [1.55569, -5.44234, -0.44114], [-3.24931, -2.75064, 1.83939], [0.28170, 5.25215, 0.87197], [-0.74008, -7.42863, -3.42588], [-2.47759, 9.33978, 0.52558], [0.24626, 2.08500, 2.93565], [-1.21393, 14.57998, 4.27971], [-2.85154, 8.12609, 3.16243], [1.23091, 7.45473, 1.52207], [3.59641, -2.00204, 2.60565], [1.04152, -7.57758, -5.13656], [0.88249, 10.10499, 4.15134], [-0.72490, -11.69156, -3.04255], [-0.90843, -2.06988, -3.08381], [0.10232, -5.06183, 2.08818], [-3.08054, 10.11014, 4.62426], [3.66260, -1.20885, -1.59995], [-1.70051, -7.10065, 2.37895], [-4.39171, 9.96200, 6.71304], [2.43816, -1.29658, 0.54236], [1.98510, -6.34216, -10.46461], [0.19430, -6.19789, -8.76722], [2.88604, -8.54578, -11.12585]], "forces_ev_per_angstrom": [[-0.152, -0.046, -0.391], [-0.089, -0.102, -0.151], [0.071, 0.125, 0.384], [0.145, 0.278, -0.487], [-0.060, 0.169, 0.238], [0.013, -0.010, 0.422], [0.003, 0.009, 0.000], [0.000, 0.009, 0.006], [-0.004, -0.004, -0.003], [0.000, -0.026, 0.043], [-0.010, 0.018, 0.009], [0.022, -0.007, -0.036], [0.014, -0.010, -0.021], [0.001, -0.008, 0.004], [-0.004, 0.003, 0.003], [0.051, 0.005, -0.015], [0.012, 0.000, -0.008], [0.009, 0.004, -0.002], [-0.007, -0.009, 0.005], [-0.013, -0.025, -0.015], [0.016, -0.009, -0.014], [-0.012, 0.003, 0.008], [0.016, 0.011, -0.001], [-0.011, 0.009, 0.005], [0.008, -0.004, 0.007], [-0.009, 0.002, 0.006], [0.013, -0.001, 0.005], [0.004, 0.002, -0.005], [0.001, 0.009, -0.017], [0.003, -0.003, 0.006], [-0.003, 0.000, 0.002], [-0.004, 0.008, 0.002], [-0.265, 0.115, -0.254], [-0.006, 0.074, 0.007], [-0.003, -0.006, -0.021], [0.008, -0.009, 0.023], [0.023, 0.006, 0.010], [0.005, -0.012, -0.023], [0.003, 0.002, -0.021], [-0.007, 0.009, -0.005], [-0.021, -0.004, -0.001], [-0.005, 0.007, 0.010], [-0.006, -0.002, -0.011], [0.188, 0.201, 0.081], [0.008, -0.010, 0.001], [-0.086, -0.154, 0.009], [0.000, 0.008, 0.020], [0.001, -0.010, 0.003], [0.274, -0.145, 0.240], [-0.040, -0.012, 0.032], [-0.013, -0.002, 0.027], [0.046, -0.096, -0.209], [0.007, 0.013, -0.013], [-0.047, 0.192, -0.060], [-0.008, 0.002, -0.003], [-0.098, 0.132, 0.033], [0.006, 0.000, 0.000], [0.003, 0.002, 0.006], [0.026, 0.006, -0.026], [0.010, 0.015, -0.199], [0.004, 0.000, -0.006], [-0.058, -0.323, 0.175], [0.007, 0.001, 0.004], [-0.006, 0.003, -0.011], [-0.008, 0.008, 0.004], [-0.005, 0.002, 0.009], [0.060, -0.014, 0.020], [0.002, 0.006, -0.001], [0.010, 0.005, 0.004], [0.001, 0.007, 0.001], [-0.004, 0.006, 0.000], [-0.007, 0.004, -0.011], [-0.002, 0.006, 0.003], [-0.004, -0.006, -0.004], [-0.007, 0.000, -0.075], [-0.119, -0.017, -0.217], [0.009, -0.003, -0.002], [0.005, 0.007, 0.001], [0.005, -0.203, -0.123], [0.022, -0.058, -0.021], [-0.008, 0.003, 0.000], [-0.110, -0.138, 0.185], [-0.008, -0.029, 0.185], [0.010, 0.011, 0.011], [0.194, 0.112, 0.093], [0.002, 0.007, -0.004], [-0.006, 0.001, 0.005], [0.003, -0.001, -0.008], [-0.002, 0.002, -0.001], [0.103, -0.023, -0.023], [-0.039, -0.001, -0.002], [-0.008, -0.011, 0.002], [0.008, -0.006, -0.008], [0.035, -0.052, -0.003], [0.004, -0.006, 0.000], [-0.008, -0.006, 0.015], [0.006, -0.002, -0.018], [0.014, 0.006, -0.021], [-0.004, -0.008, 0.000], [-0.007, 0.006, 0.004], [0.003, 0.006, -0.004], [0.004, -0.009, 0.003], [-0.186, -0.035, 0.059], [-0.023, -0.024, 0.049], [-0.004, -0.014, 0.010], [0.172, 0.064, 0.096], [-0.004, -0.005, -0.006], [-0.064, 0.012, -0.018], [-0.003, -0.006, 0.003], [-0.001, -0.006, -0.006], [-0.005, 0.001, 0.006]], "orbital_gap_ev": 9.73, "total_charge": 0}